{"formula": "CHNO2S", "method": "ωB97M-V with the def2-TZVPD basis set", "gap_ev": 8.079, "homo_energy_ha": -0.3865, "relative_energy_ev": 4.1578, "smiles": "N#CSOO", "lumo_energy_ev": -2.437, "multiplicity": 1, "symbols": ["N", "C", "S", "O", "O", "H"], "positions_angstrom": [[2.88467, 0.68583, 2.37781], [2.71293, 1.10311, 1.32556], [2.18821, 1.54915, -0.17878], [0.14195, 1.43158, 0.22678], [-0.44162, 0.57470, -0.71204], [-0.62915, -0.33309, -0.41419]], "forces_ev_per_a": [[0.5415, -0.2938, 1.2996], [-0.6662, -0.0966, -0.6748], [-2.8726, 0.1383, -0.1054], [2.3392, -1.2977, -0.8476], [-0.0611, 1.2103, -0.8910], [0.7191, 0.3394, 1.2193]]}